1.
{"formula": "CH4O4P2", "method": "ωB97M-V/def2-TZVPD", "smiles": "O=P([O-])([O-])COP", "homo_ev": 0.65, "e_above_lowest_kj_mol": 210.4, "orbital_gap_ev": 6.393, "total_charge": -2, "elements": ["C", "O", "O", "O", "O", "P", "P", "H", "H", "H", "H"], "coordinates": [[-0.343, 0.994, 0.159], [2.241, 1.139, -0.497], [1.473, -0.957, 0.795], [0.764, -0.692, -1.660], [-1.585, 0.390, 0.561], [-1.657, -1.294, 0.361], [1.194, -0.022, -0.333], [-0.699, 1.588, -0.693], [-0.057, 1.572, 0.973], [-0.830, -1.152, -0.666], [-0.501, -1.566, 1.000]], "forces_ev_per_a": [[-0.5, -0.7, -1.7], [-1.3, -1.3, 0.2], [0.3, -1.0, 1.3], [0.3, 0.2, 0.5], [-1.2, -1.3, 0.9], [-2.2, 1.5, 1.0], [1.1, 2.6, -2.3], [0.8, 0.4, 0.0], [0.7, 1.5, 1.4], [0.8, -0.9, -2.8], [1.1, -0.9, 1.5]], "lowdin_charge": [-0.35, -0.54, -0.48, -0.53, -0.63, 0.71, 0.03, 0.07, 0.03, -0.16, -0.15]}

2.
{"formula": "C4H14N3", "method": "ωB97M-V/def2-TZVPD", "homo_ev": -14.49, "e_above_lowest_kj_mol": 103.1, "orbital_gap_ev": 11.136, "total_charge": 1, "elements": ["C", "C", "H", "H", "H", "H", "H", "H", "C", "C", "N", "N", "N", "H", "H", "H", "H", "H", "H", "H", "H"], "coordinates": [[-0.291, 2.492, 0.654], [0.654, 3.690, 0.517], [-1.289, 2.820, 0.379], [0.004, 1.612, 0.094], [-0.268, 2.082, 1.657], [1.305, 3.772, 1.392], [0.084, 4.589, 0.496], [1.369, 3.764, -0.303], [0.625, -3.082, 0.508], [-0.261, -0.941, -0.513], [-0.348, -2.007, 0.273], [-1.427, -0.283, -0.776], [0.926, -0.432, -0.787], [-1.268, -2.266, 0.594], [-2.043, -0.087, -0.008], [-1.662, 0.013, -1.706], [1.685, -1.019, -0.482], [1.111, 0.473, -1.169], [1.626, -2.774, 0.230], [0.382, -3.976, -0.049], [0.735, -3.181, 1.577]], "forces_ev_per_a": [[0.6, 0.0, -0.2], [1.0, -0.1, 0.8], [-0.2, -0.4, 0.0], [-0.1, 0.3, -0.5], [-0.3, 0.4, 0.5], [-0.2, 0.0, 0.1], [-0.4, 0.8, 0.0], [-0.4, -0.5, -0.4], [0.8, 1.3, 0.4], [-0.7, 0.7, 1.4], [-0.1, -0.9, -0.2], [0.5, -0.2, -0.3], [0.1, -1.4, -0.4], [-0.2, 0.2, -0.5], [-0.3, -0.1, -0.1], [0.1, 0.4, 0.1], [0.5, 0.4, -0.3], [-0.2, 0.2, -0.3], [0.2, 0.1, -0.4], [-0.2, -0.2, 0.2], [-0.4, -0.7, 0.3]], "lowdin_charge": [-0.16, -0.15, 0.07, 0.00, 0.07, 0.07, 0.05, 0.06, -0.01, -0.42, 0.05, 0.17, 0.24, 0.16, 0.12, 0.13, 0.12, 0.13, 0.08, 0.11, 0.10]}

3.
{"formula": "C16H44BeN4O4", "method": "ωB97M-V/def2-TZVPD", "homo_ev": -15.98, "e_above_lowest_kj_mol": 66.0, "orbital_gap_ev": 10.620, "total_charge": 2, "elements": ["Be", "C", "C", "C", "O", "C", "N", "H", "H", "H", "H", "H", "H", "H", "H", "H", "H", "H", "C", "C", "C", "O", "C", "N", "H", "H", "H", "H", "H", "H", "H", "H", "H", "H", "H", "C", "C", "C", "O", "C", "N", "H", "H", "H", "H", "H", "H", "H", "H", "H", "H", "H", "C", "C", "C", "O", "C", "N", "H", "H", "H", "H", "H", "H", "H", "H", "H", "H", "H"], "coordinates": [[0.157, -0.054, 0.228], [-2.209, 3.870, -0.622], [-1.610, 2.479, -0.742], [-0.648, 2.415, -1.949], [-0.004, 1.137, -1.885], [0.214, 0.627, -3.176], [-1.026, 2.122, 0.530], [-1.457, 4.648, -0.451], [-2.844, 4.026, 0.257], [-2.839, 4.173, -1.460], [-2.362, 1.735, -1.010], [0.093, 3.214, -2.020], [-1.285, 2.395, -2.833], [0.669, -0.363, -3.156], [0.906, 1.243, -3.759], [-0.686, 0.500, -3.787], [-1.714, 2.177, 1.275], [-0.427, 2.910, 0.783], [-1.693, -2.190, 2.798], [-0.508, -1.304, 3.167], [0.837, -1.929, 2.882], [0.907, -1.932, 1.460], [2.117, -2.455, 0.916], [-0.611, -0.015, 2.437], [-2.617, -2.002, 3.342], [-1.472, -3.229, 3.062], [-1.824, -2.233, 1.717], [-0.549, -1.182, 4.254], [1.121, -2.834, 3.424], [1.679, -1.298, 3.204], [2.098, -2.608, -0.160], [2.337, -3.422, 1.372], [2.932, -1.754, 1.118], [-1.543, 0.347, 2.629], [-0.029, 0.633, 2.967], [3.538, 2.972, 1.046], [2.572, 1.954, 0.431], [3.335, 0.901, -0.335], [2.371, 0.059, -0.957], [2.996, -0.763, -1.935], [1.814, 1.333, 1.568], [4.157, 2.469, 1.795], [3.016, 3.749, 1.609], [4.168, 3.464, 0.306], [1.919, 2.539, -0.219], [3.976, 0.295, 0.316], [4.002, 1.357, -1.071], [2.304, -1.470, -2.383], [3.854, -1.330, -1.560], [3.451, -0.146, -2.715], [2.558, 0.901, 2.116], [1.631, 2.194, 2.081], [-1.946, -3.186, -2.624], [-1.616, -2.018, -1.709], [-2.651, -1.679, -0.686], [-2.334, -0.490, 0.015], [-3.492, 0.003, 0.687], [-0.292, -2.188, -1.095], [-1.067, -3.415, -3.224], [-2.730, -2.856, -3.308], [-2.309, -4.066, -2.093], [-1.510, -1.146, -2.362], [-2.838, -2.492, 0.031], [-3.631, -1.585, -1.165], [-3.627, -0.723, 1.494], [-4.431, 0.126, 0.144], [-3.353, 0.981, 1.147], [-0.309, -2.956, -0.419], [0.360, -2.635, -1.738]], "forces_ev_per_a": [[-0.6, 0.3, 1.3], [-0.6, 0.9, 0.0], [-0.8, 1.1, -1.0], [-0.5, -0.8, 1.0], [-0.2, -0.3, 0.6], [0.7, -0.7, -1.2], [1.8, -0.6, 0.1], [0.3, -0.2, -0.4], [-0.1, -0.6, 0.0], [0.2, -0.1, -0.2], [-0.2, 0.1, 0.3], [0.0, 0.1, 0.1], [0.1, 0.5, -0.1], [0.0, 0.1, 0.5], [0.0, 0.2, 0.2], [-0.3, 0.3, 0.4], [-0.3, -0.4, -0.3], [0.4, -0.2, -0.1], [0.6, -1.3, -0.2], [-0.6, -0.6, 0.9], [1.1, 1.5, -0.4], [0.0, -0.6, -1.4], [0.6, -0.2, 0.6], [0.3, -0.2, 0.4], [0.0, 0.6, -0.2], [0.2, 0.1, 0.1], [-0.2, 0.3, 0.2], [0.0, 0.4, 0.0], [-0.9, -0.7, -0.6], [-0.3, 0.6, 0.2], [-0.6, 0.2, 0.0], [0.1, 0.0, 0.1], [0.1, -0.1, 0.1], [-0.1, -0.2, -0.4], [0.2, 0.1, -0.5], [0.3, -0.1, 0.2], [1.2, 0.8, 0.7], [-0.5, 0.1, 0.1], [-0.1, -0.5, 0.1], [0.8, -0.2, -0.4], [0.4, 0.3, -1.6], [0.3, 0.0, -0.2], [-0.2, 0.0, -0.2], [0.1, -0.1, 0.0], [-0.4, -0.5, -0.1], [0.0, 0.1, 0.2], [-0.2, 0.1, -0.2], [-0.2, 0.2, 0.1], [-0.2, -0.1, 0.5], [-0.4, 0.1, -0.2], [-0.2, -0.3, 0.1], [-0.8, -0.4, 0.5], [-0.7, 0.4, 0.0], [0.8, 0.2, -0.9], [-1.0, -0.7, 0.2], [0.1, 0.8, -1.0], [0.1, -0.5, 1.5], [0.6, 0.2, 1.3], [0.0, -0.2, 0.0], [0.0, -0.2, -0.1], [0.2, -0.1, 0.0], [-0.1, 0.1, 0.1], [0.4, -0.1, 0.0], [0.1, 0.3, -0.3], [-0.7, 0.3, 0.1], [0.4, -0.5, -0.7], [0.6, -0.1, -0.1], [-0.5, 0.5, 0.5], [0.0, 0.8, -0.6]], "lowdin_charge": [0.81, -0.04, -0.42, -0.13, -0.23, -0.10, 0.06, 0.09, 0.09, 0.10, 0.13, 0.14, 0.14, 0.07, 0.12, 0.11, 0.08, 0.10, -0.03, -0.37, -0.16, -0.25, -0.07, 0.06, 0.10, 0.10, 0.05, 0.15, 0.15, 0.13, 0.07, 0.11, 0.09, 0.09, 0.08, -0.04, -0.41, -0.18, -0.24, -0.09, 0.06, 0.10, 0.09, 0.10, 0.13, 0.14, 0.15, 0.08, 0.11, 0.11, 0.10, 0.09, -0.02, -0.41, -0.19, -0.24, -0.07, 0.09, 0.09, 0.10, 0.10, 0.12, 0.14, 0.15, 0.09, 0.11, 0.08, 0.10, 0.09]}

4.
{"formula": "C4H12NO2", "method": "ωB97M-V/def2-TZVPD", "homo_ev": [-9.16, -9.03], "multiplicity": 2, "e_above_lowest_kj_mol": 150.2, "orbital_gap_ev": [9.923, 6.332], "elements": ["C", "O", "C", "C", "C", "N", "H", "H", "H", "H", "H", "H", "H", "H", "H", "H", "H", "H", "O"], "coordinates": [[1.316, 0.904, -0.279], [0.515, 0.947, 0.789], [0.828, -0.089, -1.448], [0.240, -1.293, -0.783], [-1.356, -1.030, -0.650], [-1.778, -0.202, 0.445], [1.355, 2.009, -0.706], [2.410, 0.715, -0.018], [0.244, 0.444, -2.136], [1.696, -0.365, -2.035], [0.509, -2.241, -1.248], [0.582, -1.361, 0.172], [-1.819, -1.926, -0.465], [-1.603, -0.756, -1.667], [-2.679, 0.228, 0.311], [-1.106, 0.546, 0.657], [0.240, 1.528, 2.315], [0.177, 0.503, 3.412], [0.229, 1.441, 3.334]], "forces_ev_per_a": [[0.5, 1.1, -2.7], [1.1, 0.2, -0.3], [2.7, 0.5, 2.1], [-3.4, 0.6, -1.6], [2.5, -0.2, -0.8], [0.6, 1.3, 0.5], [0.1, -1.6, 0.7], [-1.1, 0.2, 0.1], [-1.4, 0.6, -0.7], [0.5, 0.0, 0.0], [-0.5, 0.1, -0.4], [1.2, -0.2, 2.9], [-1.0, -2.6, 0.1], [-0.6, 0.6, -0.3], [-0.3, -0.2, -0.2], [-0.8, -0.7, -0.2], [0.1, 0.1, 2.6], [-0.1, -1.1, 0.4], [0.0, 1.2, -2.2]], "mulliken_spin": [-0.02, 0.78, -0.01, -0.01, 0.00, 0.05, 0.10, 0.10, 0.01, 0.00, 0.00, 0.00, 0.00, 0.00, 0.00, 0.00, 0.00, 0.00, 0.01]}